1.
Entry from the Open Molecules 2025 dataset: the molecule C6H4FN in a non-equilibrium geometry (ωB97M-V with the def2-TZVPD basis set).

The molar mass comes out at 109.1 g/mol. The frontier orbital gap is 8.25 eV. As for the energy above the lowest of the compared OMol25 structures with the same formula, charge and spin: 98.73 kcal per mole. As for the SMILES: N=C=CC=C=C=CF.

Geometry as ORCA input:
```
! wB97M-V def2-TZVPD RIJCOSX def2/J DEFGRID3
* xyz 0 1
F -1.41181 -1.93638 2.31166
N -1.41474 0.65874 -1.06719
C 1.11304 -0.48497 0.81986
C -0.00005 -0.99922 0.79274
C -0.22379 0.75925 -1.09316
C 1.08433 0.81276 -1.06636
C 1.74158 0.44202 0.11929
C -1.20376 -1.44386 1.05628
H 2.65095 1.00538 0.44011
H 1.62610 1.02390 -2.01610
H -1.87096 1.49013 -0.83708
H -2.09089 -1.32773 0.53996
*
```

***

2.
Entry from the Open Molecules 2025 dataset: a structure of composition C6H4I4N2 in a non-equilibrium geometry (ωB97M-V with the def2-TZVPD basis set).

The molar mass comes out at 611.7 g/mol. The frontier orbital gap is 7.52 eV. As for the energy above the lowest of the compared OMol25 structures with the same formula, charge and spin: 35.12 kcal per mole.

Geometry as ORCA input:
```
! wB97M-V def2-TZVPD RIJCOSX def2/J DEFGRID3
* xyz 0 1
I -0.01718 -0.66074 -2.34947
I 0.01152 -3.94308 1.11364
I -2.36690 -1.10205 1.41637
I 2.03005 2.55560 0.88982
N 2.36916 -0.28806 1.00351
N 0.13037 0.42562 1.31581
C -0.35530 -0.82537 1.31441
C -0.43055 1.12119 -1.38940
C 1.40020 0.60223 1.06010
C 0.55110 -1.93309 1.17122
C -1.64928 1.84743 -1.85732
C 1.90440 -1.53993 1.00959
H -1.52379 2.91070 -1.77104
H 2.58218 -2.31469 0.76854
H -2.44867 1.69405 -0.92123
H -2.18730 1.45018 -2.77453
*
```

***

3.
Entry from the Open Molecules 2025 dataset: a structure of composition C6H4LuN5O5 in a non-equilibrium geometry (ωB97M-V with the def2-TZVPD basis set).

The molar mass comes out at 401.1 g/mol. The frontier orbital gap (alpha / beta) is 5.39 / 5.38 eV. As for the energy above the lowest of the compared OMol25 structures with the same formula, charge and spin: 17.90 kcal per mole.

Geometry as ORCA input:
```
! wB97M-V def2-TZVPD RIJCOSX def2/J DEFGRID3
* xyz 2 1
Lu 0.99046 0.03535 -0.11563
O -0.82947 2.88137 -0.85634
O -2.27108 -0.09493 0.88318
O 3.36345 -0.06339 -2.75063
O -0.66791 -2.90528 -0.80778
O 0.53418 0.04206 -3.80511
N 0.57896 -0.73800 5.37424
N 2.20135 0.31371 4.00672
N 0.24291 -0.34408 3.05709
N 1.09949 0.03997 2.07235
N 0.93452 -0.10798 4.18766
C -0.17748 1.99367 -0.51977
C -0.06684 -1.97479 -0.48034
C -0.00175 0.01892 -2.79522
C 2.25351 0.43433 2.68358
C -1.41788 -0.09449 0.01286
C 2.64336 -0.03197 -1.84913
H 1.24467 -0.47605 6.09809
H -0.40380 -0.58523 5.54209
H -1.77766 -0.02505 -1.09117
H 3.15100 0.77496 2.19246
*
```

***

4.
Entry from the Open Molecules 2025 dataset: the molecule C6H4N2 in a non-equilibrium geometry (ωB97M-V with the def2-TZVPD basis set).

The molar mass comes out at 104.1 g/mol. The frontier orbital gap is 8.14 eV. As for the energy above the lowest of the compared OMol25 structures with the same formula, charge and spin: 30.94 kcal per mole. As for the SMILES: N#C/C=C/C=C/C#N.

Geometry as ORCA input:
```
! wB97M-V def2-TZVPD RIJCOSX def2/J DEFGRID3
* xyz 0 1
N -1.93690 -1.01848 3.46787
N 1.49052 1.19424 -3.59080
C 0.41600 -0.49561 0.86843
C 1.04101 0.02222 -0.33525
C -0.92168 -0.43334 1.15729
C 0.38793 0.60423 -1.41215
C -1.45954 -0.73939 2.45499
C 0.92677 0.89233 -2.64760
H -1.72286 -0.10475 0.53485
H -0.65110 0.93224 -1.29724
H 1.09736 -0.85123 1.63409
H 2.05833 -0.30923 -0.52547
*
```

***

Copy entry 2 word for word.
Entry from the Open Molecules 2025 dataset: a structure of composition C6H4I4N2 in a non-equilibrium geometry (ωB97M-V with the def2-TZVPD basis set).

The molar mass comes out at 611.7 g/mol. The frontier orbital gap is 7.52 eV. As for the energy above the lowest of the compared OMol25 structures with the same formula, charge and spin: 35.12 kcal per mole.

Geometry as ORCA input:
```
! wB97M-V def2-TZVPD RIJCOSX def2/J DEFGRID3
* xyz 0 1
I -0.01718 -0.66074 -2.34947
I 0.01152 -3.94308 1.11364
I -2.36690 -1.10205 1.41637
I 2.03005 2.55560 0.88982
N 2.36916 -0.28806 1.00351
N 0.13037 0.42562 1.31581
C -0.35530 -0.82537 1.31441
C -0.43055 1.12119 -1.38940
C 1.40020 0.60223 1.06010
C 0.55110 -1.93309 1.17122
C -1.64928 1.84743 -1.85732
C 1.90440 -1.53993 1.00959
H -1.52379 2.91070 -1.77104
H 2.58218 -2.31469 0.76854
H -2.44867 1.69405 -0.92123
H -2.18730 1.45018 -2.77453
*
```